(1)
C14H14IrN2O3S | ωB97M-V/def2-TZVPD

```
35
Properties=species:S:1:pos:R:3:forces:R:3:mulliken_charge:R:1
C 2.320890 -1.144237 0.134586 1.112 0.329 -0.782 -0.4785
C 2.228298 -0.955684 -1.328814 0.728 -2.242 0.667 -0.6144
C 1.221474 -1.979383 -1.809532 1.789 -0.610 0.498 -0.5590
C 0.792061 -2.748114 -0.614776 0.594 0.479 -0.307 -0.2756
C 1.511584 -2.255583 0.531000 -0.479 0.042 -0.678 -0.3870
Ir 0.392464 -0.425363 -0.785239 -4.671 2.470 2.005 0.7810
N -0.315579 2.356579 1.205115 0.418 -3.307 -1.015 -0.3985
C -0.447703 3.608630 0.783733 -0.919 3.490 -0.401 -0.5356
C -0.169907 1.586431 -0.414121 0.050 -0.904 2.519 -0.8463
H 0.893975 -2.065638 -2.844718 0.223 -0.471 0.399 0.3985
H 2.751449 -0.203390 -1.899920 0.328 -0.287 -0.077 0.4597
H -0.043888 -3.470974 -0.586744 0.829 0.608 -0.093 0.3715
H 1.387846 -2.552109 1.587725 -0.125 0.084 -0.905 0.3276
H 2.899646 -0.479820 0.795330 -0.304 -0.642 -0.418 0.3351
H 0.642672 2.088084 -0.938906 -0.609 0.981 0.217 0.3820
H 0.521807 4.129042 0.455341 -1.695 -0.659 0.236 0.2675
H -1.014770 1.904206 1.889051 1.052 0.933 -2.310 0.2143
H -1.199325 1.674108 -0.733389 0.037 0.605 -0.483 0.3067
H -1.475293 4.073225 0.440404 1.926 -0.668 0.709 0.2470
O -2.817258 -4.867308 0.792877 0.191 -0.533 0.168 -0.6394
S -3.354779 -3.907742 -0.120827 0.834 3.953 -1.129 1.0754
O -3.970694 -4.365278 -1.348270 0.349 -0.148 0.528 -0.6586
N -2.267265 -2.633889 -0.398973 0.688 -0.932 -0.143 -0.4445
C -2.515450 -1.468135 0.247037 0.301 -2.451 -0.026 0.6268
O -1.715977 -0.560584 0.568611 -0.617 -0.364 -0.662 -0.7628
C -3.900872 -1.531003 0.759242 -1.591 1.756 2.173 0.1405
C -4.587492 -0.497191 1.507935 1.126 -0.586 -1.079 -0.5011
C -5.791939 -0.801666 2.118383 0.191 -0.236 -0.292 -0.4784
C -6.336190 -2.102940 2.030892 0.642 0.133 -0.327 -0.3924
C -5.673251 -3.104495 1.349195 1.160 -0.663 -0.983 -0.5416
C -4.427924 -2.793859 0.716338 -2.556 -0.365 1.231 0.1472
H -4.099640 0.507357 1.544975 -0.592 -0.984 0.102 0.3553
H -6.322279 -0.036799 2.672455 -0.022 -0.031 0.006 0.3743
H -7.266620 -2.330297 2.500911 -0.517 -0.014 0.313 0.3896
H -6.034218 -4.161205 1.244125 0.129 1.235 0.337 0.3135
```
Positions in Å, forces in eV/Å.

As for the total charge: -1. The value obtained for the frontier orbital gap (spin up / spin down) is 0.199 / 0.267 hartree. As for the spin multiplicity: 5. The LUMO energy (spin up / spin down) is 2.83 / 2.17 eV. The value obtained for the HOMO energy (spin up / spin down) is -2.6 / -5.1 eV. The energy is -37534.600 eV.

(2)
C14H14N2O3S | ωB97M-V/def2-TZVPD

```
34
Properties=species:S:1:pos:R:3:forces:R:3:mulliken_charge:R:1
C 2.806039 -5.042406 -0.890807 0.005 -0.358 0.164 -0.6654
O 2.086607 -4.002214 -1.542848 0.138 0.220 -0.262 -0.2695
C 0.768672 -4.157219 -1.621809 -0.082 -0.012 -0.003 0.5576
O 0.161783 -5.142751 -1.303873 -0.012 -0.030 -0.013 -0.5647
C 0.124624 -2.950819 -2.231384 -0.003 0.392 0.511 -0.3144
C -0.014543 -1.813430 -1.546915 -0.125 -0.393 -0.657 0.2986
S -0.770073 -0.344316 -2.139229 -0.021 0.021 -0.051 -0.2172
C -0.461818 0.497518 -0.613106 -0.151 0.002 -0.002 0.2971
N -0.845034 1.679792 -0.442370 -0.154 -0.303 -0.946 -0.4258
C -0.594262 2.478703 0.660647 0.205 0.263 0.643 0.3869
C 0.666060 2.570343 1.250375 -0.138 -0.057 -0.191 -0.4880
C 0.888416 3.447202 2.294266 -0.077 0.060 0.140 -0.8491
C -0.140047 4.240152 2.784458 0.056 -0.072 -0.016 0.7095
C 0.090930 5.199308 3.911505 -0.003 0.066 -0.051 -1.4048
C -1.391374 4.147463 2.184844 0.172 -0.066 -0.020 -0.6355
C -1.638172 3.292641 1.125723 0.084 -0.151 0.011 0.6092
C -2.992375 3.190146 0.499312 0.026 0.023 -0.006 -1.4576
N 0.176423 -0.362826 0.263504 0.074 0.479 0.480 -0.1033
C 0.432328 -1.643790 -0.138691 0.177 -0.274 0.150 0.2387
O 0.930014 -2.495120 0.554546 -0.024 -0.004 0.088 -0.5913
H 3.850774 -4.908359 -1.159449 -0.062 0.014 0.019 0.2473
H 2.441321 -6.018231 -1.216919 0.093 0.085 0.041 0.3079
H 2.672048 -4.948967 0.188235 0.011 -0.011 -0.057 0.2725
H -0.269567 -3.065853 -3.229217 -0.039 -0.006 -0.110 0.4189
H 1.485083 1.985596 0.853775 0.070 -0.035 -0.043 0.5253
H 1.874281 3.513794 2.731351 0.094 0.021 0.060 0.3639
H 0.181338 6.214740 3.524727 0.024 0.092 0.064 0.2943
H 1.004858 4.957182 4.448163 0.039 0.026 0.077 0.3660
H -0.743803 5.182219 4.609371 -0.011 0.032 0.092 0.3529
H -2.196581 4.768411 2.552289 -0.117 0.074 0.043 0.3799
H -3.527483 2.327028 0.896621 -0.086 -0.047 -0.045 0.2731
H -3.580973 4.081294 0.700692 -0.069 0.046 0.013 0.4237
H -2.890775 3.049400 -0.574340 -0.103 0.003 -0.063 0.3663
H 0.377408 -0.064069 1.209053 0.011 -0.097 -0.061 0.2971
```
Positions in Å, forces in eV/Å.

The value obtained for the frontier orbital gap is 0.297 hartree. The energy above the lowest of the compared OMol25 structures with the same formula, charge and spin comes out at 1.0241 eV. The LUMO energy is -0.19 eV. The value obtained for the HOMO energy is -8.3 eV. The energy is -34703.466 eV. The structure (SMILES) is COC(=O)/C=C1/S/C(=N/c2ccc(C)cc2C)NC1=O.

(3)
C14H14N2O4S | ωB97M-V/def2-TZVPD

```
35
Properties=species:S:1:pos:R:3:forces:R:3:mulliken_charge:R:1
C -0.260003 2.594844 0.119647 -0.322 0.277 0.082 -1.0575
N 0.265914 1.251500 0.090679 -0.733 -0.717 -0.372 0.2266
C 1.613703 1.079743 -0.415349 0.313 -0.295 0.022 -1.1728
C 1.798337 1.667840 -1.791978 0.063 0.065 0.003 0.4584
C 2.660858 2.734067 -2.005693 -0.034 -0.133 0.068 -0.4195
C 2.798150 3.281688 -3.270168 0.051 0.082 -0.079 -0.5729
C 2.065763 2.773004 -4.328541 0.049 0.064 -0.048 -0.3712
C 1.199787 1.711525 -4.120488 -0.048 -0.046 -0.017 -0.7966
C 1.066295 1.159912 -2.859074 0.040 0.027 0.006 -0.0814
S -0.792527 -0.022794 -0.013133 0.473 0.422 0.778 1.3216
O -2.106512 0.491184 -0.222223 0.009 0.157 0.043 -0.6736
O -0.233865 -1.030981 -0.862110 0.220 0.120 -0.041 -0.6611
C -0.666035 -0.682165 1.678711 -0.076 -0.043 -0.686 0.1941
C -0.191090 0.113123 2.704243 -0.046 -0.001 0.084 -0.3126
C 0.014392 -0.420473 3.968094 -0.043 -0.053 -0.022 -0.7883
C -0.221714 -1.765640 4.206517 -0.009 0.122 -0.074 -0.4582
C -0.689389 -2.573496 3.185641 -0.098 -0.010 -0.346 -0.6504
C -0.924462 -2.020016 1.933278 0.321 0.377 0.867 0.3445
N -1.498924 -2.865550 0.908562 -0.220 -0.295 -0.010 1.0130
O -2.327054 -2.361653 0.191261 -0.361 -0.052 -0.182 -0.5078
O -1.143210 -4.020624 0.887211 0.134 -0.472 -0.101 -0.6162
H -1.319740 2.527218 0.348761 0.012 0.268 0.032 0.3985
H 0.252823 3.178383 0.889225 -0.005 0.008 -0.001 0.3149
H -0.138444 3.096508 -0.844330 -0.014 -0.032 0.044 0.3366
H 1.790939 0.003347 -0.443206 0.258 0.125 0.033 0.4267
H 2.312983 1.540645 0.293011 -0.037 -0.070 -0.076 0.4767
H 3.231764 3.136206 -1.180150 0.046 0.037 0.099 0.3383
H 3.474686 4.109054 -3.427103 0.047 0.066 -0.017 0.3800
H 2.169870 3.202566 -5.313934 0.007 0.033 -0.077 0.3787
H 0.628125 1.310973 -4.944194 -0.051 -0.040 -0.072 0.4006
H 0.396808 0.330435 -2.688170 -0.069 -0.080 -0.059 0.4469
H 0.020328 1.150251 2.504084 0.088 0.107 0.011 0.4111
H 0.371587 0.213658 4.764971 0.039 0.066 0.050 0.4160
H -0.045374 -2.183824 5.185226 0.007 -0.046 0.074 0.3923
H -0.885643 -3.623910 3.339320 -0.008 -0.038 -0.019 0.4645
```
Positions in Å, forces in eV/Å.

The value obtained for the frontier orbital gap is 0.330 hartree. The energy above the lowest of the compared OMol25 structures with the same formula, charge and spin comes out at 4.1263 eV. The LUMO energy is -0.43 eV. The value obtained for the HOMO energy is -9.4 eV. The energy is -36746.927 eV. The structure (SMILES) is CN(Cc1ccccc1)S(=O)(=O)c1ccccc1[N+](=O)[O-].

What is the energy in the second record? -34703.466 eV

Number 2 is which compound? C14H14N2O3S

Among the records above, which one has the lowest energy? C14H14IrN2O3S